(1)
Entry from the Open Molecules 2025 dataset: 13 unconnected molecules or ions with the total composition C72H172BF4N8O16 (wB97M-V/def2-TZVPD).

XYZ file:
```
273
C72H172BF4N8O16, DFT wB97M-V/def2-TZVPD
C 3.122 -0.370 -11.822
C 2.851 0.940 -11.005
N 3.234 0.775 -9.487
C 2.744 2.094 -8.858
C 2.420 -0.451 -8.922
C 0.960 -0.574 -9.418
C 4.778 0.636 -9.536
C 5.446 0.593 -8.127
O 4.641 -0.079 -7.208
C 5.177 0.250 -5.869
H 2.577 -0.210 -12.753
H 2.691 -1.282 -11.410
H 4.163 -0.457 -12.133
H 1.809 1.244 -11.110
H 3.494 1.755 -11.338
H 1.670 2.155 -9.031
H 3.156 2.945 -9.399
H 3.042 2.057 -7.810
H 2.416 -0.300 -7.842
H 3.007 -1.303 -9.264
H 0.437 0.356 -9.192
H 0.434 -1.307 -8.807
H 0.717 -0.916 -10.423
H 5.195 1.364 -10.233
H 4.968 -0.341 -9.980
H 5.663 1.645 -7.942
H 6.471 0.222 -8.163
H 6.259 0.128 -5.920
H 4.783 -0.410 -5.095
H 4.967 1.310 -5.727
C -4.219 1.999 -1.844
C -4.192 2.106 -3.461
N -3.236 3.119 -4.067
C -3.260 2.908 -5.656
C -3.713 4.554 -3.717
C -5.028 4.933 -4.468
C -1.833 2.832 -3.432
C -0.567 3.576 -3.971
O -0.271 3.418 -5.390
C 0.955 3.962 -5.695
H -3.232 1.795 -1.429
H -5.041 1.388 -1.471
H -4.465 2.944 -1.361
H -5.173 2.342 -3.873
H -3.989 1.166 -3.974
H -3.034 3.863 -6.130
H -4.245 2.527 -5.924
H -2.595 2.100 -5.962
H -2.916 5.241 -4.002
H -3.887 4.605 -2.642
H -5.844 4.210 -4.462
H -4.835 5.358 -5.452
H -5.537 5.750 -3.957
H -1.547 1.798 -3.623
H -1.899 3.102 -2.378
H 0.291 3.239 -3.390
H -0.708 4.615 -3.673
H 1.333 3.546 -6.630
H 1.694 3.727 -4.929
H 0.809 5.041 -5.749
C -0.700 -10.184 4.340
C -0.899 -8.744 3.799
N -2.135 -7.957 4.301
C -1.863 -7.852 5.813
C -1.974 -6.481 3.719
C -3.183 -5.594 4.144
C -3.433 -8.684 4.130
C -3.855 -9.168 2.760
O -2.821 -9.864 2.021
C -3.295 -10.218 0.739
H -0.397 -10.176 5.387
H 0.143 -10.536 3.746
H -1.555 -10.841 4.183
H -0.809 -8.679 2.715
H -0.064 -8.151 4.172
H -1.007 -7.225 6.063
H -1.920 -8.808 6.335
H -2.616 -7.232 6.299
H -2.136 -6.589 2.647
H -0.969 -6.071 3.820
H -3.268 -5.491 5.226
H -4.090 -5.949 3.654
H -3.146 -4.629 3.638
H -4.249 -8.137 4.604
H -3.371 -9.548 4.792
H -4.362 -8.313 2.312
H -4.678 -9.867 2.911
H -4.232 -10.771 0.808
H -2.588 -10.778 0.126
H -3.588 -9.349 0.149
C -2.736 5.985 2.791
C -3.384 4.865 3.755
N -4.029 3.616 3.116
C -5.191 3.911 2.169
C -2.913 2.840 2.328
C -3.100 1.295 2.181
C -4.512 2.694 4.211
C -5.405 3.319 5.300
O -6.696 3.666 4.865
C -7.556 2.510 4.767
H -3.558 6.407 2.213
H -2.082 5.705 1.966
H -2.221 6.632 3.501
H -4.129 5.363 4.375
H -2.675 4.572 4.530
H -4.770 4.615 1.452
H -5.925 4.501 2.718
H -5.608 2.983 1.777
H -1.971 3.065 2.827
H -2.742 3.327 1.368
H -3.096 0.753 3.127
H -2.260 0.886 1.621
H -4.087 1.151 1.741
H -3.527 2.446 4.607
H -5.058 1.862 3.765
H -5.006 4.166 5.858
H -5.448 2.481 5.995
H -8.616 2.661 4.563
H -7.529 2.011 5.735
H -7.229 1.844 3.969
C 7.412 3.536 0.901
C 5.913 3.167 1.167
N 4.937 4.343 1.377
C 4.666 4.997 -0.054
C 3.578 3.677 1.854
C 2.364 4.608 1.910
C 5.460 5.507 2.346
C 5.867 5.001 3.675
O 4.859 5.451 4.550
C 5.375 5.567 5.954
H 8.120 2.712 0.807
H 7.916 4.105 1.683
H 7.678 4.028 -0.035
H 5.784 2.518 2.033
H 5.572 2.725 0.231
H 3.958 4.381 -0.609
H 5.570 5.126 -0.649
H 4.148 5.935 0.143
H 3.787 3.243 2.832
H 3.405 2.834 1.185
H 2.500 5.348 2.699
H 1.473 4.086 2.259
H 2.117 5.021 0.932
H 4.642 6.223 2.420
H 6.286 5.966 1.802
H 6.883 5.248 3.984
H 6.013 3.943 3.895
H 4.604 5.720 6.709
H 6.239 6.231 5.973
H 5.759 4.583 6.219
C 1.529 4.483 5.739
C 2.364 3.171 5.945
N 1.515 2.003 6.565
C 0.915 2.542 7.921
C 0.286 1.469 5.687
C 0.652 1.027 4.225
C 2.346 0.732 6.875
C 3.255 0.823 8.175
O 4.296 1.762 7.839
C 5.339 1.219 6.991
H 2.180 5.183 5.214
H 1.145 4.948 6.647
H 0.632 4.197 5.190
H 3.138 3.483 6.646
H 2.728 2.862 4.965
H 1.653 3.114 8.483
H 0.593 1.696 8.527
H 0.036 3.139 7.674
H -0.526 2.196 5.695
H -0.171 0.633 6.216
H 1.021 1.866 3.636
H -0.241 0.726 3.676
H 1.318 0.168 4.305
H 2.951 0.472 6.006
H 1.588 -0.022 7.085
H 3.717 -0.153 8.324
H 2.695 1.197 9.032
H 5.081 0.559 6.162
H 6.208 0.789 7.488
H 5.885 1.984 6.441
C -4.357 -3.638 -4.534
C -4.304 -4.468 -3.204
N -4.421 -3.567 -1.915
C -3.190 -2.648 -1.889
C -5.737 -2.719 -1.855
C -5.905 -1.882 -0.540
C -4.432 -4.530 -0.659
C -3.344 -5.667 -0.549
O -2.069 -5.124 -0.771
C -0.910 -5.852 -0.309
H -3.605 -2.849 -4.497
H -5.256 -3.032 -4.649
H -4.279 -4.295 -5.400
H -3.358 -5.002 -3.126
H -5.171 -5.127 -3.254
H -3.424 -1.899 -2.645
H -2.357 -3.226 -2.288
H -2.919 -2.292 -0.895
H -6.548 -3.428 -2.023
H -5.793 -2.039 -2.705
H -5.548 -2.344 0.380
H -6.927 -1.696 -0.210
H -5.381 -0.944 -0.724
H -5.432 -4.948 -0.544
H -4.244 -3.837 0.161
H -3.704 -6.540 -1.093
H -3.519 -5.972 0.483
H -0.045 -5.408 -0.802
H -0.903 -6.878 -0.677
H -0.796 -5.880 0.775
C 0.238 1.517 0.031
C 0.068 0.267 -0.876
N 1.254 -0.768 -0.733
C 0.848 -2.065 -1.401
C 2.501 -0.236 -1.524
C 2.347 -0.069 -3.066
C 1.707 -1.058 0.748
C 0.705 -1.921 1.576
O -0.630 -1.533 1.469
C -1.564 -2.430 2.067
H -0.714 2.013 -0.161
H 1.082 2.150 -0.243
H 0.316 1.214 1.075
H -0.008 0.507 -1.937
H -0.826 -0.320 -0.667
H 1.657 -2.795 -1.426
H 0.578 -1.843 -2.433
H 0.032 -2.435 -0.781
H 3.398 -0.795 -1.260
H 2.537 0.778 -1.126
H 3.323 0.064 -3.531
H 1.725 0.763 -3.397
H 1.998 -0.919 -3.652
H 1.944 -0.107 1.226
H 2.636 -1.627 0.702
H 1.117 -2.003 2.582
H 0.698 -2.959 1.245
H -2.513 -1.948 2.302
H -1.247 -2.810 3.039
H -1.725 -3.334 1.479
B 3.892 -3.392 -3.790
F 2.810 -3.892 -3.107
F 3.577 -2.827 -4.962
F 4.219 -2.299 -2.919
F 4.931 -4.277 -3.951
C 4.945 -1.130 3.642
C 4.378 0.094 2.902
O 4.636 0.285 1.707
O 3.817 0.945 3.609
H 5.166 -1.858 2.861
H 4.190 -1.615 4.261
H 5.790 -1.023 4.321
C -0.173 -0.003 -5.747
C -1.417 -0.654 -5.055
O -1.381 -0.967 -3.844
O -2.467 -0.779 -5.688
H 0.622 0.268 -5.052
H -0.399 0.911 -6.297
H 0.317 -0.738 -6.386
C -0.615 6.910 -0.258
C -1.201 5.630 -0.659
O -2.390 5.622 -0.969
O -0.521 4.596 -0.529
H -1.209 7.448 0.481
H -0.383 7.536 -1.120
H 0.313 6.829 0.308
C 3.208 -5.050 2.360
C 2.030 -5.895 2.593
O 1.993 -7.050 2.153
O 1.151 -5.278 3.227
H 3.191 -4.071 2.839
H 3.322 -4.859 1.292
H 4.051 -5.562 2.824
```

Output
2S+1 = 2
⟨S²⟩ = 0.755
net charge = +4
gap between HOMO and LUMO (alpha / beta) = 0.2428 / 0.1164 Ha
HOMO (alpha / beta) = -13.5 / -13.5 eV

***

(2)
Entry from the Open Molecules 2025 dataset: 9 unconnected molecules or ions with the total composition C43H101BF3N3O13P (wB97M-V/def2-TZVPD).

XYZ file:
```
165
C43H101BF3N3O13P, DFT wB97M-V/def2-TZVPD
C 1.407 -0.153 -0.990
B 2.224 0.986 -0.321
O 3.028 0.790 0.747
N 2.221 2.432 -0.789
C 2.756 2.695 -2.017
N 2.044 2.726 -3.128
C 0.603 2.563 -3.196
O 0.313 1.231 -3.538
C -0.999 0.775 -3.374
C -2.090 1.760 -3.667
O -1.135 -0.364 -3.078
N 4.061 3.026 -1.940
C 4.134 3.903 -0.711
P 5.824 3.707 0.066
C 5.566 4.688 1.612
O 6.602 4.784 -0.933
C 2.907 3.416 0.115
C 1.985 4.597 0.421
C 0.592 4.335 0.999
O -0.279 3.713 0.076
C 0.596 3.578 2.318
F 0.997 2.302 2.146
F -0.619 3.528 2.855
F 1.422 4.148 3.193
H 0.639 -0.501 -0.287
H 0.904 0.089 -1.925
H 2.068 -1.009 -1.168
H 2.920 -0.096 1.128
H 2.528 2.929 -3.992
H 0.204 2.844 -2.218
H 0.251 3.257 -3.964
H -2.155 1.903 -4.749
H -3.036 1.350 -3.320
H -1.928 2.737 -3.208
H 4.463 3.469 -2.759
H 3.971 4.933 -1.048
H 5.851 4.070 2.465
H 6.207 5.574 1.610
H 4.539 5.022 1.751
H 6.908 5.588 -0.500
H 3.238 2.903 1.014
H 1.810 5.151 -0.510
H 2.512 5.270 1.102
H 0.147 5.308 1.234
H -0.276 2.757 0.212
C 6.433 -2.289 -0.046
C 5.611 -1.747 1.107
O 4.211 -1.722 0.859
C 3.597 -2.983 0.611
C 3.690 -3.962 1.763
H 6.217 -1.737 -0.963
H 7.496 -2.179 0.175
H 6.238 -3.346 -0.233
H 5.874 -0.704 1.291
H 5.827 -2.300 2.026
H 3.990 -3.427 -0.311
H 2.547 -2.749 0.421
H 4.716 -4.279 1.960
H 3.103 -4.851 1.526
H 3.290 -3.522 2.678
C -7.355 3.755 -3.656
C -5.932 4.277 -3.709
O -5.097 3.578 -4.624
C -5.523 3.595 -5.979
C -5.612 4.984 -6.585
H -7.362 2.686 -3.436
H -7.915 4.274 -2.876
H -7.887 3.902 -4.597
H -5.447 4.153 -2.740
H -5.930 5.350 -3.932
H -6.479 3.073 -6.087
H -4.775 3.004 -6.511
H -6.392 5.585 -6.118
H -5.850 4.905 -7.646
H -4.663 5.512 -6.480
C 0.887 -8.536 -0.817
C 0.862 -7.021 -0.905
O 2.015 -6.390 -0.368
C 3.247 -6.725 -0.985
C 3.329 -6.357 -2.457
H 1.051 -8.857 0.212
H -0.068 -8.939 -1.158
H 1.669 -8.972 -1.440
H 0.034 -6.629 -0.313
H 0.695 -6.702 -1.940
H 3.483 -7.785 -0.845
H 3.992 -6.159 -0.423
H 2.641 -6.942 -3.067
H 4.338 -6.544 -2.826
H 3.095 -5.300 -2.601
C -0.226 -2.760 2.212
C -0.079 -4.135 2.847
O 0.776 -4.156 3.974
C 0.382 -3.346 5.069
C -0.970 -3.706 5.656
H 0.759 -2.357 1.961
H -0.816 -2.837 1.297
H -0.727 -2.051 2.873
H 0.380 -4.818 2.130
H -1.063 -4.544 3.099
H 0.405 -2.284 4.792
H 1.163 -3.496 5.815
H -1.787 -3.519 4.957
H -1.158 -3.111 6.550
H -0.997 -4.761 5.932
C -3.495 4.994 2.162
C -3.094 5.491 0.780
O -4.173 5.891 -0.043
C -4.977 6.947 0.460
C -4.226 8.246 0.688
H -4.213 4.177 2.081
H -2.608 4.634 2.682
H -3.943 5.777 2.775
H -2.606 4.686 0.232
H -2.362 6.306 0.875
H -5.487 6.637 1.379
H -5.747 7.090 -0.298
H -3.485 8.161 1.484
H -4.927 9.029 0.977
H -3.716 8.559 -0.225
C 9.068 0.533 -2.266
C 9.732 0.258 -0.926
O 9.895 -1.117 -0.632
C 10.704 -1.856 -1.535
C 12.135 -1.359 -1.634
H 8.112 0.011 -2.331
H 8.890 1.604 -2.374
H 9.688 0.215 -3.105
H 9.104 0.640 -0.119
H 10.690 0.786 -0.862
H 10.242 -1.888 -2.529
H 10.690 -2.873 -1.144
H 12.198 -0.363 -2.074
H 12.714 -2.034 -2.265
H 12.597 -1.326 -0.647
C 0.101 -6.898 8.515
C -0.694 -6.297 9.662
O -2.080 -6.168 9.398
C -2.775 -7.375 9.133
C -2.737 -8.377 10.274
H -0.072 -6.331 7.599
H 1.167 -6.872 8.746
H -0.170 -7.937 8.324
H -0.355 -5.278 9.853
H -0.524 -6.867 10.582
H -2.408 -7.839 8.210
H -3.803 -7.064 8.947
H -1.731 -8.758 10.456
H -3.372 -9.230 10.035
H -3.101 -7.921 11.196
C -11.835 1.293 -6.733
C -10.493 1.603 -6.092
O -10.387 2.918 -5.572
C -11.316 3.258 -4.556
C -11.212 2.391 -3.313
H -12.068 2.027 -7.505
H -11.803 0.305 -7.192
H -12.648 1.293 -6.006
H -9.702 1.540 -6.841
H -10.262 0.862 -5.319
H -12.339 3.246 -4.947
H -11.086 4.293 -4.300
H -11.485 1.354 -3.512
H -11.882 2.763 -2.537
H -10.191 2.402 -2.928
```

Output
net charge = +1
gap between HOMO and LUMO = 0.2977 Ha
HOMO = -10.6 eV

***

(3)
Entry from the Open Molecules 2025 dataset: a single C3H5NO molecule (wB97M-V/def2-TZVPD).

XYZ file:
```
10
C3H5NO, DFT wB97M-V/def2-TZVPD
O -0.889 1.501 1.291
C -1.138 0.399 0.600
N -0.221 -0.026 -0.174
C 0.579 -1.107 -0.683
C 1.201 0.203 -0.199
H -2.100 -0.083 0.746
H 0.630 -1.987 -0.041
H 0.392 -1.329 -1.738
H 1.445 0.848 -1.053
H 0.099 1.581 1.250
```

Output
energy relative to the best compared isomer or geometry (same formula, charge and spin) = 4.043 eV
gap between HOMO and LUMO = 0.3104 Ha
HOMO = -7.6 eV

***

(4)
Entry from the Open Molecules 2025 dataset: a molecular structure, C8H14N2O5S (wB97M-V/def2-TZVPD).

XYZ file:
```
30
C8H14N2O5S, DFT wB97M-V/def2-TZVPD
C 2.381 -1.462 -0.136
C 1.499 -0.061 -0.144
C 1.746 -2.323 1.052
C -0.721 0.786 -0.699
C -0.694 2.261 -0.962
C -1.405 0.335 0.649
C -2.850 0.910 0.692
C -3.824 0.701 -0.467
H 4.264 -0.886 -0.895
H 3.680 0.203 0.529
H 2.268 -2.095 -0.989
H 1.858 -1.646 1.909
H 0.662 -2.464 0.702
H 3.811 -3.745 1.195
H 0.341 -0.695 -1.715
H -1.330 0.520 -1.456
H -1.137 0.781 1.755
H -1.550 -0.754 0.847
H -3.313 0.705 1.577
H -2.471 1.926 0.661
H -2.908 2.255 -1.367
H 0.777 2.214 0.327
N 3.789 -1.012 0.140
N 0.528 0.053 -1.014
O 1.645 0.629 0.916
O -1.605 2.788 -1.541
O -4.712 -0.171 -0.567
O -3.433 1.382 -1.581
O 0.296 2.883 -0.329
S 2.411 -4.018 0.912
```

Output
energy relative to the best compared isomer or geometry (same formula, charge and spin) = 4.895 eV
gap between HOMO and LUMO = 0.3488 Ha
HOMO = -9.4 eV

***

(5)
Entry from the Open Molecules 2025 dataset: 3 unconnected molecules or ions with the total composition C4H12IO4 (wB97M-V/def2-TZVPD).

XYZ file:
```
21
C4H12IO4, DFT wB97M-V/def2-TZVPD
I 24.737 16.325 -12.328
C 29.146 19.985 -13.331
C 30.219 20.965 -13.792
O 30.496 21.850 -12.736
O 27.938 20.625 -13.184
H 29.386 19.456 -12.409
H 29.118 19.201 -14.088
H 29.843 21.551 -14.631
H 31.183 20.594 -14.141
H 29.630 22.159 -12.461
H 27.337 19.891 -13.042
C 24.613 12.331 -16.894
C 25.270 11.955 -18.198
O 26.027 10.754 -18.161
O 23.967 13.538 -17.073
H 25.251 12.379 -16.012
H 23.918 11.576 -16.528
H 25.951 12.713 -18.587
H 24.457 11.866 -18.917
H 26.554 10.805 -18.962
H 24.065 13.986 -16.230
```

Output
net charge = -1
energy relative to the best compared isomer or geometry (same formula, charge and spin) = 1.465 eV
gap between HOMO and LUMO = 0.2293 Ha
HOMO = -3.7 eV

***

Number 1: F_max 5.6 eV Å⁻¹. Number 2: F_max 1.4 eV Å⁻¹. Number 3: F_max 0.4 eV Å⁻¹. Number 4: F_max 5.2 eV Å⁻¹. Number 5: F_max 2.7 eV Å⁻¹.